(1)
192
Properties=species:S:1:pos:R:3:mulliken_charge:R:1 method="wB97M-V/def2-TZVPD" e_lumo_ev=0.06 smiles="CC1(C)CCCC(C)(C)N1O.CC1(C)CCCC(C)(C)N1O.CC1(C)CCCC(C)(C)N1O.CC1(C)CCCC(C)(C)N1O.CC1(C)CCCC(C)(C)N1O.CC1(C)CCCC(C)(C)N1O.O=C1CCCO1" de_lowest_kcal_mol=27.2 max_force_ha_per_bohr=0.093
O -1.09075 9.03452 -9.17460 -0.519
O -6.88658 19.95593 -10.05240 -0.463
O -7.68935 3.18586 -4.74855 -0.515
O 7.40003 9.13914 -9.49759 -0.473
O -3.19737 9.82429 -9.27550 -0.336
O 0.78713 18.66039 -9.76801 -0.476
O -9.62440 8.90986 -9.85567 -0.450
O 0.05337 9.91636 3.62955 -0.479
N 0.62723 19.11770 -8.48191 0.163
N -7.77845 3.63729 -3.41798 0.226
N -6.30663 20.03226 -8.78099 0.119
N -11.01222 9.15754 -10.00147 0.141
N -0.25781 10.16392 2.34145 0.276
N 7.75707 10.51411 -9.50135 0.255
C 1.20209 20.38988 -5.92580 -0.711
C -7.90854 1.12999 -2.78333 -1.508
C -1.87570 9.68421 0.39998 -1.224
C 1.59617 11.55250 2.00348 -1.847
C -13.34130 8.24915 -9.85690 -1.116
C -6.01516 21.39940 -6.73677 -1.298
C -5.91054 20.03224 -5.92606 -0.722
C -6.75189 21.28374 -8.09780 1.720
C -5.10842 17.79664 -9.07319 -1.793
C -7.26953 17.84817 -7.88317 -1.762
C -6.60658 4.34494 -2.96386 1.823
C -2.64528 9.71703 2.76279 -1.998
C -6.82971 4.56963 -1.42291 -1.580
C 1.96771 21.20431 -8.88861 -1.864
C 9.21692 10.64530 -9.11896 1.482
C -4.12118 10.45488 -8.44902 -0.330
C -10.93556 10.68053 -7.86020 -1.618
C -1.44515 9.37455 1.84216 1.820
C -0.65684 9.61379 -0.48692 -0.824
C 7.29595 12.74865 -10.01466 -0.951
C 8.83839 13.05340 -9.96829 -0.739
C 9.63217 9.91404 -7.84165 -1.860
C -12.82585 10.80654 -9.63707 -1.204
C -8.44732 2.57548 -2.63061 1.484
C -6.29669 5.78009 -3.51238 -1.711
C -0.35686 21.24824 -9.43737 -1.832
C -5.28323 18.91347 -6.77654 -0.841
C -11.82693 7.97454 -9.66997 1.519
C -3.18828 11.24083 -7.59719 -0.631
C 10.05578 10.10988 -10.29841 -1.761
C 1.79606 8.98767 1.50613 -1.884
C -6.46884 22.59016 -8.81395 -1.881
C 9.52449 12.19497 -8.92291 -1.145
C 0.65096 20.66119 -8.45875 1.592
C -1.21488 7.86625 1.90104 -1.826
C 1.06492 18.85009 -6.10796 -1.383
C -9.93776 2.66162 -3.18469 -1.962
C 5.35909 11.02000 -10.03719 -1.839
C -2.01324 10.24941 -7.25143 -0.372
C -11.46969 6.75602 -10.55688 -1.866
C -10.55964 11.62312 -10.15687 -1.906
C 6.91597 11.37367 -10.38397 1.282
C -6.05866 18.64437 -8.10866 1.531
C -5.33415 3.43860 -3.18906 -1.709
C 0.79870 16.93039 -7.57048 -1.969
C 0.38063 21.12086 -7.01258 -1.048
C -11.29924 10.51909 -9.37722 1.505
C -7.28284 3.43021 -0.56647 -0.684
C -1.97608 9.61089 -8.65402 0.499
C 2.93586 18.29950 -7.86860 -1.888
C -13.78657 9.65740 -9.22968 -0.796
C -8.58237 2.93843 -1.16703 -1.470
C 7.01141 10.99336 -11.92161 -1.517
C 0.90429 10.24777 1.48776 1.597
C 0.54773 10.40605 0.00513 -1.104
C -8.31665 21.30303 -7.86097 -1.788
C 1.47758 18.30928 -7.52460 1.865
C -11.54291 7.68349 -8.12578 -1.712
H -2.52221 9.18198 3.70442 0.429
H -6.92605 1.19059 -3.25146 0.320
H -10.60820 1.92091 -2.74885 0.440
H -4.44511 3.79730 -2.67038 0.438
H 7.02466 9.15460 -8.61416 0.350
H -0.19884 16.76879 -7.16194 0.293
H -11.90430 6.68297 -7.88819 0.462
H -5.59385 17.75192 -10.04810 0.418
H 0.94173 20.67735 -4.90714 0.459
H 0.08762 18.50682 -5.76862 0.403
H -0.45533 7.38130 2.51423 0.295
H -5.99035 6.54954 -2.80372 0.329
H 1.81735 8.67348 2.54964 0.410
H -3.63314 9.52456 2.34424 0.399
H -12.06273 8.23470 -7.34216 0.375
H -0.77633 9.98707 -1.50402 0.408
H 0.35699 11.43058 -0.31432 0.400
H -4.79390 11.06600 -9.05076 0.270
H 7.01286 13.49166 -10.76025 0.412
H -5.00602 21.79102 -6.86469 0.419
H -5.34816 2.40113 -2.85506 0.341
H 2.50192 11.82753 1.46304 0.427
H -4.99646 3.46034 -4.22521 0.359
H 2.76192 9.26219 1.08205 0.441
H -8.05241 3.92828 -5.23701 0.364
H -5.30528 20.12421 -5.02423 0.425
H -3.68345 11.72442 -6.75514 0.375
H 3.19995 18.48098 -8.91044 0.297
H 1.23898 16.14045 -6.96201 0.411
H -6.50356 2.67201 -0.48938 0.301
H -7.87287 0.59865 -1.83228 0.319
H 9.17062 10.43011 -6.99978 0.450
H -13.62230 8.34218 -10.90594 0.375
H -4.20223 18.35245 -9.31400 0.335
H 0.97324 12.44377 1.92805 0.413
H -1.38755 21.01955 -9.16629 0.332
H -12.38741 6.16865 -10.52705 0.460
H -6.32429 22.13046 -5.98972 0.393
H -10.51250 7.74593 -7.77584 0.357
H -6.83610 23.49044 -8.32129 0.366
H -6.99438 22.62473 -9.76826 0.396
H 6.77997 13.11491 -9.12713 0.359
H 6.69907 10.02303 -12.30762 0.351
H -2.45464 8.85528 -0.00721 0.408
H -7.77481 19.61075 -9.93626 0.342
H -7.22150 16.82794 -7.50248 0.428
H -5.39928 22.61310 -9.02280 0.437
H -10.61066 6.14369 -10.28262 0.350
H -10.77243 11.71374 -7.55366 0.423
H -11.01249 11.53840 -11.14472 0.469
H -1.11631 7.27927 0.98789 0.335
H -9.93813 2.44002 -4.25193 0.449
H 5.05918 10.05751 -10.45165 0.365
H -0.12614 20.87302 -10.43441 0.426
H -8.85117 21.24706 -8.80926 0.454
H 2.76906 20.70140 -8.34729 0.436
H -7.44151 5.46241 -1.29347 0.479
H -13.04663 11.12095 -10.65712 0.444
H -2.54214 10.77976 2.98204 0.478
H 0.56166 22.18447 -6.85751 0.441
H -4.33164 19.28209 -7.15956 0.207
H -8.77455 22.20854 -7.46284 0.443
H -11.44054 7.02577 -11.61258 0.470
H -14.82692 9.91572 -9.42729 0.406
H -12.99319 11.69677 -9.03077 0.434
H 9.22290 12.61065 -7.96148 0.374
H 1.95010 11.52008 3.03391 0.390
H -0.66763 20.92526 -6.78674 0.237
H 2.21193 20.80003 -5.93569 0.334
H -2.16748 7.44308 2.21977 0.467
H -9.30110 8.90249 -10.75957 0.326
H -4.74117 9.71032 -7.94967 0.232
H -2.44539 10.59622 0.22165 0.408
H -10.34198 3.65738 -3.00260 0.444
H -9.51565 11.47038 -10.43046 0.324
H -7.26731 6.10878 -3.88380 0.445
H -13.79320 7.42168 -9.30992 0.505
H -7.31055 3.91755 0.40812 0.387
H 6.40429 11.60046 -12.59312 0.419
H 3.50555 18.88133 -7.14401 0.441
H -9.25913 3.75955 -0.93065 0.364
H -9.96647 10.28784 -7.55238 0.309
H -8.75647 20.57461 -7.17974 0.289
H 1.06421 16.67712 -8.59686 0.592
H -5.69735 5.66717 -4.41578 0.346
H -8.00077 18.31565 -7.22374 0.311
H 4.70892 11.81206 -10.40872 0.401
H -2.17007 9.40477 -6.58055 0.280
H 9.34298 8.86757 -7.74482 0.387
H 1.46974 8.08646 0.98706 0.348
H 9.47020 13.00792 -10.85533 0.345
H -2.72757 12.12436 -8.03902 0.283
H -0.26521 22.33359 -9.39591 0.388
H -0.47771 8.58128 -0.78684 0.344
H 1.83557 18.45701 -5.44487 0.404
H -13.60788 9.61563 -8.15524 0.268
H 0.01495 18.09391 -9.70127 0.428
H 5.28801 10.83081 -8.96609 0.429
H 8.85682 14.11610 -9.72656 0.399
H 9.94753 10.62386 -11.25350 0.357
H -5.19712 18.02931 -6.14492 0.413
H 10.70973 9.96771 -7.68646 0.363
H -5.90555 4.87305 -0.93102 0.503
H -10.62623 12.69444 -9.96727 0.382
H -7.86311 17.69406 -8.78429 0.422
H -9.06746 2.12211 -0.63185 0.556
H -8.63445 0.53845 -3.34122 0.420
H -4.77629 16.81392 -8.73845 0.361
H -0.33831 10.61719 4.15588 0.353
H 2.21153 20.81962 -9.87889 0.386
H -1.27400 11.00875 -6.99644 0.251
H 9.77478 9.08383 -10.53579 0.348
H 11.12975 10.25840 -10.18602 0.443
H 2.11972 22.27929 -8.79161 0.402
H 8.06563 11.04290 -12.19414 0.288
H 10.60273 12.35367 -8.94009 0.428
H -11.82717 10.32697 -7.34239 0.364
H 3.35646 17.31791 -7.65025 0.445
H 1.26658 10.05065 -0.73315 0.342
H -6.93168 19.83606 -5.59911 0.319



(2)
227
Properties=species:S:1:pos:R:3:mulliken_charge:R:1 method="wB97M-V/def2-TZVPD" e_lumo_ev=-0.50 max_force_ha_per_bohr=0.115
S -4.04856 -0.83010 5.10747 0.507
S 7.73789 -1.78314 0.51730 0.544
S 2.84648 3.26491 -1.46771 0.546
S 0.65300 -0.61829 -8.05766 0.426
S -2.63104 -4.55696 0.55059 1.140
S -1.52187 -3.74674 -4.33296 0.185
S -0.20164 7.90890 -1.82927 0.334
S 3.11401 -2.09743 6.18310 0.715
S 2.89607 -5.26810 2.56510 0.320
S -5.09433 6.07325 -1.46446 0.538
S 4.92247 0.19135 -5.16831 0.412
O 1.01752 2.33580 -4.17499 -0.479
O -0.34719 -0.13684 -9.13160 -0.661
O 8.79856 2.38520 0.59809 -0.622
O 4.83501 -6.57705 -3.22520 -0.437
O 0.63930 0.99362 0.94199 0.499
O -4.57254 5.04851 4.83168 -0.373
O 2.73865 -3.43430 5.51795 -0.620
O -6.55478 -2.24796 -3.26135 -0.346
O 1.21329 -8.49779 -1.65112 -0.288
O 0.72425 6.95062 -2.54672 -0.552
O 6.31671 0.26560 -4.53358 -0.641
O 4.62371 -4.45811 -3.75699 -0.272
O 3.61327 2.24455 -0.59190 -0.526
O 2.46892 3.36496 4.94970 -0.302
O 6.82310 3.62001 0.56732 -0.308
O -1.13466 1.98565 -4.29210 -0.201
O -5.62144 -2.90489 -1.42851 0.077
O 3.20370 5.34695 4.11372 -0.652
O -3.29183 -1.51862 6.21445 -0.661
O 7.16516 2.30526 2.25140 -0.466
O -7.56952 1.35059 -0.29277 -0.426
O -0.58533 -9.71698 -1.32009 -0.398
O -0.26089 3.29894 -2.74720 0.115
O -8.44432 0.45617 1.71003 -0.550
O -4.08366 7.23998 -1.67911 -0.583
O -0.13121 -4.37148 -3.97430 -0.465
O -6.19977 0.67355 1.34075 -0.464
O 2.35495 -4.19893 1.61345 -0.437
O 4.62665 -5.90712 -5.36987 -0.519
O 1.09720 -10.48993 -2.67017 -0.581
O 7.84340 -2.91426 1.61592 -0.680
O -3.17346 5.71576 3.29216 -0.105
O -4.60243 -1.30059 -2.69228 -0.433
O 1.07136 4.51963 3.66078 -0.248
O -1.16083 1.25833 -0.25901 -0.446
O 0.41812 -0.16124 -0.83058 -0.560
O -2.17035 -5.95726 0.99350 -0.758
O -3.73167 3.52696 3.31053 -0.287
C 1.62535 -0.66511 -0.26829 0.627
C -7.57680 0.84359 0.96687 0.371
C 4.57955 -5.97864 -1.98450 0.698
C -5.33558 1.16196 0.36560 1.275
C -2.26199 2.55450 -3.70003 0.063
C -4.24809 0.11173 0.16028 0.661
C -2.73794 -0.31099 3.93790 0.139
C 0.38033 0.23824 -6.49812 0.141
C 2.10661 -1.92623 7.68244 -1.069
C 3.46228 -3.52755 -2.01162 -0.175
C -0.70520 2.86461 3.23602 -0.194
C -3.16469 6.74026 4.27736 0.613
C 1.72594 -0.51008 2.26924 -1.450
C 5.95229 2.76694 2.62051 1.360
C -0.04837 2.61148 -3.79265 0.383
C -6.94796 -3.37838 -1.31507 -0.327
C 7.72382 2.81828 1.13799 0.592
C -7.43229 -3.27248 -2.71540 0.150
C 1.78997 0.23111 0.90326 1.710
C -0.10299 0.73626 -0.09918 -0.245
C -1.08100 6.76574 -0.61941 -0.232
C -3.14604 1.39697 -3.35018 -0.491
C 4.09621 4.48166 -2.17120 -1.453
C -6.28573 1.47917 -0.75544 0.073
C 5.93630 3.19464 4.02033 -1.501
C 1.29596 2.55994 4.87594 0.447
C 4.58714 -2.65991 7.10766 -1.160
C -7.66462 -4.60840 -3.54136 -1.346
C -0.93098 -8.44289 -0.98864 -0.129
C -4.44833 5.42373 0.16596 -1.061
C -4.23385 6.35508 5.27368 -0.490
C 0.08085 -2.32908 -7.60128 -0.704
C 0.64658 -6.32033 -1.53286 -0.114
C 4.81556 -5.68069 -4.23261 0.488
C -2.75914 -4.80274 -3.34425 0.013
C 4.67772 -4.83746 2.91504 -0.771
C 9.18169 -0.69771 0.68012 -1.062
C -5.42915 -2.23106 -2.60131 0.164
C 0.64087 -9.68106 -1.88307 0.451
C 0.32370 -7.72145 -0.88851 0.690
C -2.31524 -3.40218 1.94798 -0.960
C -4.47796 0.83828 5.75436 -0.691
C 3.61674 0.34588 -3.87949 -0.305
C -3.43785 7.98026 3.52675 -1.632
C 6.41644 -0.60150 0.97404 -0.493
C 5.82683 3.86926 1.57911 0.021
C 2.05032 4.46177 -0.41781 -0.626
C 4.63398 -4.45416 -2.41817 0.244
C -1.75911 8.10185 -2.89496 -0.866
C -3.93649 4.66845 3.71237 0.369
C -1.65077 3.40225 -2.51273 0.616
C -4.47484 -4.47683 0.77067 -0.959
C 4.60261 -1.45229 -5.82446 -0.348
C -6.67522 6.91213 -0.98292 -0.973
C 2.29063 4.48393 4.19457 0.523
C 0.24167 3.52932 4.22409 0.471
C -1.56818 -2.18938 -3.37336 -0.032
C 3.33547 -6.63672 1.47817 -0.081
H 1.31762 1.62891 4.30953 -0.467
H -1.41683 2.15024 3.64998 0.134
H -6.09072 0.85121 -1.62478 0.224
H -0.14828 2.54888 2.35384 -0.158
H 4.95896 -2.06070 -4.99322 -0.031
H -1.54244 -8.29817 -0.09799 0.347
H 3.56614 -6.24513 -1.68436 -0.527
H 3.99250 -0.12388 -2.97051 0.253
H -4.37265 7.89549 2.97262 0.387
H -2.60111 8.25927 2.88634 0.332
H 1.32100 3.97634 0.23068 0.035
H 2.46044 -1.14450 8.35460 0.402
H 5.57704 -1.29486 1.02639 0.044
H 9.28763 -0.32577 1.69921 0.268
H 3.74083 5.08787 -3.00446 0.392
H 5.00731 3.90126 -2.31653 0.502
H -4.87102 2.10612 0.64997 -0.447
H -4.52758 -0.91733 0.38613 -0.007
H -6.56965 7.98144 -0.79974 0.339
H -2.55241 -4.01023 2.82098 0.467
H -8.30168 -5.26767 -2.95176 0.373
H -1.83279 2.95742 -1.53441 -0.194
H -7.51592 6.54002 -1.56847 0.338
H -4.25013 6.20381 0.90101 0.370
H -2.67228 3.23717 -4.44416 0.418
H -0.95765 -2.19021 -7.30071 0.182
H -3.86202 1.73954 -2.60311 -0.165
H 1.59504 5.16039 -1.11978 0.079
H 0.32422 1.31933 -6.62544 0.322
H -5.06851 -5.05403 0.06181 0.262
H 9.37189 -0.03032 -0.16043 0.365
H -5.09359 6.97946 5.03066 0.321
H -4.58629 -4.88998 1.77316 0.597
H -3.63089 4.79943 -0.19481 0.035
H -0.57225 -0.07558 -6.07126 0.022
H -2.32946 -4.88741 -2.34611 -0.269
H 4.99841 3.73844 3.90738 0.259
H 4.43980 5.17249 -1.40127 0.419
H 2.27164 -0.70110 -1.14528 -0.516
H 2.69916 0.76987 0.63643 -0.555
H 5.21952 -4.46665 2.04495 0.265
H 0.61972 -7.69046 0.16007 -0.129
H 6.26477 0.12996 0.18027 0.308
H 2.67967 -0.13262 -4.16414 -0.173
H 2.31452 -1.42162 2.16550 0.408
H -3.86157 0.17305 -0.85704 -0.283
H -5.09128 4.63469 0.55602 0.735
H -3.65903 0.98177 -4.21767 0.581
H -2.46396 -1.13925 3.28443 -0.574
H -0.70553 -1.72831 -3.85434 0.025
H 5.21731 -5.65898 3.38624 0.440
H -1.49753 -8.03334 -1.82495 0.132
H -2.11713 6.95355 -0.33783 0.299
H 4.42171 -3.91469 3.43564 0.089
H -6.66895 -5.00031 -3.74909 0.284
H 6.58295 -0.15675 1.95515 0.296
H 5.16088 2.03380 2.46469 -0.232
H -8.46631 -2.93170 -2.76800 0.286
H 3.72953 -3.18873 -1.01068 0.349
H 9.91352 -1.50106 0.59554 0.409
H 1.03077 2.18904 5.86598 0.310
H 5.96166 4.83499 2.06619 0.327
H -2.20184 7.13964 -3.15235 0.160
H 5.60399 -4.04755 -2.13210 0.293
H -8.20425 -4.38571 -4.46185 0.389
H -2.24942 6.84572 4.85980 0.196
H 2.44315 -7.16942 1.14939 -0.100
H 2.46751 -3.97275 -2.02929 -0.163
H -1.95059 0.19717 4.49463 0.478
H 1.44358 -1.70309 0.01034 -0.064
H -2.44081 0.76027 -2.81596 -0.130
H -6.84865 -4.35420 -0.83965 0.397
H 1.08863 -1.66884 7.38990 0.311
H -1.15944 5.75718 -1.02531 -0.400
H -1.44257 8.47783 -3.86786 0.474
H 4.11710 -7.20250 1.98519 0.488
H -3.90584 6.31808 6.31250 0.294
H -3.60647 8.83357 4.18366 0.440
H 6.70537 3.81030 4.48681 0.293
H -1.25797 3.71139 2.82918 -0.076
H -2.91017 -2.48897 1.93464 -0.174
H -1.27349 -3.21646 2.20946 0.447
H -5.35157 0.90833 6.40243 0.433
H 0.72201 -2.64363 -6.77783 0.191
H -2.39379 8.82551 -2.38349 0.323
H 3.55526 -1.56712 -6.10369 0.058
H -6.17888 2.55120 -0.92106 0.149
H -0.41551 6.77744 0.24377 0.438
H 4.87605 3.74936 1.05973 -0.071
H 5.30275 -6.43860 -1.31108 0.250
H -4.74762 1.49971 4.93103 0.078
H -3.41475 0.27799 0.84291 -0.624
H -2.00907 4.43099 -2.47513 -0.336
H -4.71791 -3.41484 0.80520 0.069
H -3.01202 -5.80467 -3.69111 0.503
H -1.41668 -2.42266 -2.31944 0.237
H -3.72767 -4.31975 -3.21481 -0.242
H -7.45711 -2.79225 -0.55001 0.253
H 4.18175 -3.55910 7.57161 0.374
H 4.97483 -1.84827 7.72332 0.332
H -0.12605 -5.61339 -1.23051 0.108
H 2.02550 -0.02200 3.19668 0.026
H 2.67903 5.17292 0.11799 0.532
H 3.71470 -6.15595 0.57643 -0.287
H 5.35305 -3.11509 6.47974 0.349
H 2.32597 -2.78355 8.31881 0.371
H 1.53380 -5.83382 -1.12759 -0.643
H 1.15078 0.02115 -5.75826 -0.290
H -6.75230 6.57635 0.05121 0.282
H -0.29376 4.15007 4.94248 0.355
H 3.41058 1.41612 -3.89307 0.241
H 0.67451 -6.23699 -2.61930 0.497
H 0.17264 -3.00074 -8.45483 0.452
H 5.74977 2.32073 4.64450 0.340
H -3.06976 0.44192 3.22297 0.166
H 3.44927 -2.65822 -2.66903 -0.162
H 5.38084 -1.53063 -6.58362 0.456
H -3.50162 1.22972 6.04010 0.240
H 0.75757 -0.95171 2.50442 0.201
H -2.40752 -1.49701 -3.43830 0.076